{"formula": "C17H22F17O8PS2", "method": "ωB97M-V with the def2-TZVPD basis set", "de_lowest_kcal_mol": 160.9, "smiles": "CCSC[C@]1(O)OS(=O)(=O)O[C@]1([PH2]=O)[C@H](C)F.FC(F)C(F)(F)COC(F)(F)C(F)F.FC(F)C(F)(F)COC(F)(F)C(F)F", "orbital_gap_ha": 0.326, "elements": ["S", "S", "P", "F", "F", "F", "F", "F", "F", "F", "F", "F", "F", "F", "F", "F", "F", "F", "F", "F", "O", "O", "O", "O", "O", "O", "O", "O", "C", "C", "C", "C", "C", "C", "C", "C", "C", "C", "C", "C", "C", "C", "C", "C", "C", "H", "H", "H", "H", "H", "H", "H", "H", "H", "H", "H", "H", "H", "H", "H", "H", "H", "H", "H", "H", "H", "H"], "coordinates": [[-0.59226, 1.23520, 4.02057], [1.89633, 1.02001, -0.07544], [1.86226, -1.86473, 4.98027], [-7.59099, 1.49575, -0.65889], [0.11403, -2.99272, -6.97928], [-4.42328, 1.98643, -0.49130], [-7.25570, -0.29051, 1.58272], [-5.68217, 1.16694, 1.28951], [3.66092, -1.29530, -5.07585], [2.15410, -4.45217, -5.76628], [2.02766, -1.96576, -6.89705], [-3.67031, -0.68590, -1.39617], [-5.89219, 0.51991, -1.60374], [4.02460, -0.52003, -3.07644], [2.29773, -2.99205, -4.17659], [-1.89341, -0.48624, -0.16080], [2.62130, 1.53857, 5.96028], [1.62010, 1.05272, -3.34630], [1.34150, -1.09080, -3.22866], [-2.56784, 1.80892, -1.58930], [0.03157, 0.62123, 2.52521], [1.10840, -0.04221, -5.21692], [-0.46780, 2.76358, 4.29431], [0.61757, 0.47640, 4.99365], [0.90900, -1.50966, 2.39908], [-1.96898, 0.56428, 4.31063], [-5.31892, -0.99431, 0.73805], [2.00727, -1.63493, 6.56282], [-3.18841, 1.44659, -0.43251], [-6.26066, 0.07761, 0.72855], [1.11154, 2.68004, 0.29638], [-3.19490, -0.07076, -0.28102], [1.74523, -0.09854, 4.20093], [0.29519, -1.18846, -5.49861], [2.47304, 0.13940, 1.47402], [1.00417, -2.40465, -6.11743], [1.22461, 3.78267, -0.91645], [1.31933, -0.08482, 2.61680], [1.86306, -0.11276, -4.00801], [-6.84966, 0.35544, -0.66144], [-3.95397, -0.60807, 0.94365], [1.46532, -3.46736, -5.12579], [4.38666, -0.10894, 5.00465], [3.37196, -0.26844, -4.24292], [3.02930, 0.77726, 4.72172], [-0.33091, -1.46288, -4.64115], [3.32314, 1.60252, 3.92714], [-0.41732, -0.83113, -6.25223], [0.64743, -2.64956, 4.73271], [5.31232, 0.61820, 5.03163], [-3.84326, 0.04127, 1.82037], [2.82842, -0.94663, 1.13703], [3.03360, -2.59337, 4.51078], [1.49838, 3.18331, 1.29626], [-7.49448, -0.46843, -0.97892], [1.95185, 4.68040, -0.68465], [3.40774, 0.66851, 1.94060], [-0.05124, 2.47213, 0.46131], [0.12395, 4.19877, -1.11674], [3.79093, 0.64339, -4.67694], [1.54811, 3.20238, -1.88091], [4.58293, -0.89325, 4.15876], [0.39248, -1.54354, 1.53410], [-3.45340, -1.54083, 1.23122], [4.37079, -0.64489, 6.06695], [0.61346, -3.93774, -4.62749], [-2.64722, 1.92255, 0.38956]], "forces_ev_per_a": [[-1.6994, 0.8696, 2.9888], [0.1414, 0.0653, 0.3694], [-0.0165, 0.3578, 5.8112], [0.2007, -0.2892, 0.4470], [0.0642, -0.1325, 0.6079], [0.6189, 0.0855, -0.0262], [0.2141, 0.1323, -0.8949], [-0.8936, -0.2494, -0.1164], [-0.0356, 0.6919, 0.0814], [-0.2691, 0.2643, -0.2228], [-0.2193, -0.3282, 0.2750], [0.2498, 0.3383, 0.1755], [-0.4497, -0.4144, 0.2138], [-0.5154, 0.1658, -0.0123], [-0.2341, -0.4554, -0.1695], [-0.0717, 0.4730, 0.2075], [1.2764, -2.0310, -3.0981], [0.6088, -0.4054, -0.4754], [0.5071, 0.7507, 0.2413], [0.1406, -0.3773, 0.1063], [0.8114, 1.3977, 1.5585], [1.1892, -0.9076, 1.2441], [-0.3223, -6.2906, -1.9429], [-1.2219, 0.2013, -2.9826], [-0.3294, 1.7382, -0.8264], [5.6951, 2.6244, -1.7054], [-0.5398, 1.7088, -0.6090], [-0.3192, -0.7265, -5.1909], [0.4109, 1.0219, -0.5000], [1.2339, -0.8324, 1.7297], [-1.6396, 1.5677, 1.5050], [-0.5930, -0.9936, -0.2513], [-0.2841, 1.0354, 0.7641], [-0.8663, 0.5929, -0.2521], [0.4883, 0.5654, 1.1392], [0.2718, 0.9094, -0.7124], [-0.5569, -0.6201, -0.4254], [-0.5680, -2.7711, 0.2323], [-2.2493, 0.1076, -0.4182], [-0.4737, 0.1840, -0.8686], [0.1412, -0.7240, 0.7621], [0.3907, -1.1972, 0.1533], [0.3791, 0.5420, 0.8320], [0.9957, -0.0667, -0.1713], [0.9983, 0.8449, 0.2941], [0.3625, -0.1077, -0.1053], [-0.9147, -1.5735, 1.6907], [0.3714, -0.0844, -0.0083], [1.1969, 0.8512, -0.3593], [-1.9500, -1.3555, -0.1837], [-0.0357, 0.0744, -0.3578], [-0.9822, 2.5168, 0.6613], [-1.1111, 0.6118, -0.3636], [-0.6511, -1.3121, -2.0054], [0.0713, -0.0668, 0.2396], [-1.4336, -2.0540, -0.4483], [-1.8301, -0.8528, -0.8309], [2.6229, 0.4016, -0.2713], [2.5587, -0.8205, 0.4713], [-0.2479, 0.0624, 0.0429], [-0.4873, 1.3718, 1.7074], [-0.5184, 1.5230, 1.4904], [0.9546, 0.2007, 1.4611], [-0.1343, 0.1332, -0.3086], [-0.3668, 1.1032, -2.4441], [-0.1544, 0.1603, -0.0943], [0.0196, -0.2069, 0.1492]]}

{"formula": "C7H13N", "method": "ωB97M-V with the def2-TZVPD basis set", "de_lowest_kcal_mol": 69.0, "smiles": "C=C(/C=C(\\C)N)CC", "orbital_gap_ha": 0.294, "elements": ["N", "C", "C", "C", "C", "C", "C", "C", "H", "H", "H", "H", "H", "H", "H", "H", "H", "H", "H", "H", "H"], "coordinates": [[-2.35097, -1.25656, 1.30905], [0.36315, 2.01580, -0.76838], [-1.88788, -0.71951, -1.03419], [-1.50921, -0.58486, 0.41335], [-0.43535, 0.12247, 0.85779], [2.79994, 0.11467, 0.34606], [1.46448, -0.29616, -0.24421], [0.40363, 1.02125, 0.10203], [-1.92199, -1.77603, -1.32502], [-0.21833, 0.10311, 1.92400], [-0.21639, 2.91009, -0.55194], [3.55335, -0.64859, 0.12474], [2.72847, 0.20594, 1.43418], [3.14388, 1.07183, -0.05052], [-2.89030, -0.31070, -1.21366], [1.23135, -1.32304, 0.04107], [1.48095, -0.30564, -1.33634], [1.02588, 2.06525, -1.63391], [-2.24482, -0.95837, 2.27294], [-1.18970, -0.21464, -1.70368], [-3.33013, -1.23631, 1.03665]], "forces_ev_per_a": [[-0.2703, -0.6957, 0.3111], [0.1126, 0.7816, 0.8698], [-0.1701, -0.0146, -0.0040], [0.9631, 1.5670, 0.1053], [-3.4070, 1.4088, 1.9305], [0.4344, -0.4235, -0.1576], [0.8411, 2.8835, -1.0853], [1.7358, -5.7148, -2.6687], [0.0052, 0.0602, 0.1295], [-0.1554, -0.2175, 0.1111], [-0.3919, -0.2131, -0.3246], [0.1286, 0.1384, 0.1113], [0.0091, 0.0035, -0.0583], [-0.0310, -0.0806, 0.0184], [0.1064, -0.0131, -0.0205], [-0.6737, 0.5331, 0.4639], [0.3313, -0.0014, -0.1376], [0.1890, 0.0231, 0.4423], [-0.0638, -0.0291, -0.2990], [-0.0579, 0.0367, 0.2065], [0.3644, -0.0325, 0.0559]]}

{"formula": "C2H9N2S2", "method": "ωB97M-V with the def2-TZVPD basis set", "de_lowest_kcal_mol": 42.9, "total_charge": 1, "smiles": "N[C@@]([NH3+])(S)CS", "orbital_gap_ha": 0.365, "elements": ["S", "S", "N", "N", "C", "C", "H", "H", "H", "H", "H", "H", "H", "H", "H"], "coordinates": [[2.43513, -0.36811, -0.06321], [-0.44591, -1.95691, 0.01521], [-0.20841, 0.49872, 1.39855], [-1.44239, 0.62873, -0.63245], [0.97955, 0.39318, -0.76330], [-0.32596, 0.10135, -0.07676], [0.92160, 0.32829, -1.83641], [-1.75403, -1.98860, 0.13813], [-0.23571, 1.52438, 1.51626], [0.75202, -0.00315, 1.52208], [-1.65646, 0.13844, -1.55384], [2.83212, -1.16465, -1.02780], [-0.85836, 0.07501, 2.04855], [-2.16407, 0.27969, -0.08460], [1.17086, 1.51362, -0.60040]], "forces_ev_per_a": [[0.3354, 0.3899, 0.9772], [1.2916, 1.6246, 0.0756], [2.2101, -0.7973, -1.0210], [-0.8057, 0.2727, -3.0272], [0.5705, 2.8123, 0.2958], [0.8276, -3.9005, 0.6623], [-0.2383, -0.4568, -0.3015], [-0.8340, 0.1714, 0.0406], [0.5039, -0.3442, 0.0033], [-1.3347, 1.3255, 0.8712], [0.7349, 1.2413, 1.1500], [-0.1835, -0.6256, -0.5964], [-0.3893, -0.3880, -0.1062], [-2.2870, -0.0930, 1.2313], [-0.4015, -1.2323, -0.2551]]}